No. 1
The following is a quantum chemistry calculation of the molecule C30H34N4O4, from the Open Molecules 2025 dataset.

As for the SMILES: CC[C@@H](C)[C@H](NC(=O)[C@@H]1Cc2c([nH]c3ccccc23)[C@H]2c3ccccc3C(=O)N21)C(=O)NC[C@H]1CCCO1. The value obtained for the lowest unoccupied orbital energy is 0.49 eV. The calculation puts the gap between HOMO and LUMO at 8.76 eV.

Geometry (Å):
H: 1.56775 3.55359 0.10188
C: 0.64538 3.15140 -0.32917
H: 5.98376 -2.40845 2.40706
C: -1.21986 -1.79358 -0.14087
N: 2.28603 -0.21213 -0.43200
O: 0.81080 -0.23863 -2.84220
H: -1.39903 2.87773 0.39487
C: -4.41268 2.09651 0.15968
H: 2.65761 -2.19277 0.11454
H: 4.60712 -1.29730 -1.18369
H: -2.47896 -5.88159 -1.51679
H: -1.02235 1.19861 -0.73345
H: -0.45479 4.05667 1.28495
C: -2.15727 -0.73659 0.35478
C: -0.18815 0.07306 -2.21410
H: 2.16114 -0.35698 -1.42931
C: -3.24825 0.64042 1.71851
C: -4.92329 2.76898 1.24635
C: -2.20463 -5.30148 -0.64983
C: -3.77038 1.32266 2.80876
O: 5.20484 -2.25881 0.51999
H: 4.55915 0.94964 0.43625
C: -4.60740 2.38742 2.55344
H: -0.13325 2.34437 1.52049
H: -1.57279 -1.02889 -3.41946
C: -0.40491 3.09364 0.78313
C: -1.46986 -3.75132 1.58132
H: -0.23992 4.98353 -0.99364
H: 1.63871 1.86144 -1.75876
C: 5.77068 -0.31674 1.75223
N: -0.19657 1.04947 -1.29534
O: -2.16009 -3.39616 -3.13230
C: 5.24289 0.10592 0.38288
H: -2.42028 -6.89754 0.75700
H: -5.58291 3.60984 1.09264
C: -1.84590 -3.11667 -1.99802
C: -1.50379 -0.69549 -2.37798
H: -0.18102 -1.51874 0.11130
H: 2.94913 -0.95660 1.36646
H: 7.13077 -1.90241 1.14294
C: -3.56187 1.01499 0.38818
H: -1.99956 -0.90097 2.46045
C: 0.99531 1.76064 -0.87710
H: -3.64131 -0.46306 -2.35539
C: 6.10295 -1.78913 1.51434
C: 3.05015 -1.18895 0.30391
H: 1.64443 3.64119 -2.98967
C: 4.53943 -1.16822 -0.09564
C: -2.77119 0.06971 -1.95874
H: 4.98890 -0.21535 2.50482
C: -2.16762 -5.85705 0.61910
H: -4.66162 2.39396 -0.84798
C: 1.76152 0.88646 0.13997
C: -1.87336 -3.96521 -0.78451
C: -2.84484 0.12093 -0.46387
H: -1.17161 -3.17358 2.44408
C: -1.51880 -3.19341 0.32077
H: 6.06822 0.35572 -0.28442
H: -2.77492 1.07316 -2.39021
H: -1.77253 -5.54756 2.69672
H: 2.11353 4.93098 -1.87988
C: 0.17257 4.08283 -1.45260
H: 6.63978 0.25473 2.06854
C: -1.80215 -5.09246 1.71784
H: -0.63381 3.59571 -2.00571
H: -5.02942 2.94137 3.37825
H: -3.52523 1.02933 3.81836
C: 1.27780 4.49134 -2.41989
N: -2.39002 -0.42410 1.66668
H: 0.90183 5.22788 -3.12603
O: 1.85294 1.13975 1.32502
N: -1.38691 -1.89767 -1.57990


No. 2
The following is a quantum chemistry calculation of the molecule C6H9F at a distorted geometry, from the Open Molecules 2025 dataset.

As for the SMILES: C=C[C@@H](F)C(=C)C. The value obtained for the lowest unoccupied orbital energy is 1.07 eV. The calculation puts the gap between HOMO and LUMO at 10.79 eV.

Geometry (Å):
F: -0.42441 -2.26102 -0.51835
H: -0.50833 1.54423 -1.46976
H: 2.58754 0.24212 -0.90166
C: 1.34151 -0.87187 0.34059
H: -2.04270 -1.23333 1.18331
H: -1.54446 2.20399 -0.18380
C: -2.11336 -0.24123 0.64931
C: 2.41158 -0.22544 -0.04268
C: -0.06290 -0.96086 -0.54043
H: -2.63107 0.51407 1.29403
H: 1.32071 -1.45958 1.34754
H: 0.19294 1.80075 0.02732
C: -1.04056 0.02389 -0.03837
H: 0.18237 -0.63339 -1.54259
H: 3.06175 0.01709 0.80952
C: -0.73062 1.54059 -0.41398


No. 3
The following is a quantum chemistry calculation of a structure of composition C6H9NO at a distorted geometry, from the Open Molecules 2025 dataset.

The value obtained for the lowest unoccupied orbital energy (alpha / beta) is -1.55 / -1.55 eV. The calculation puts the gap between HOMO and LUMO (alpha / beta) at 5.88 / 5.89 eV.

Geometry (Å):
C: 0.82285 -0.45575 -0.42437
C: -1.44030 0.52110 0.31512
O: 1.48890 -1.47680 -0.63157
H: 0.72439 1.06157 1.68415
H: 2.01601 -0.19900 1.49972
H: 0.42462 -0.72752 1.97654
H: -1.89030 2.11935 1.45743
C: -0.99036 -0.55867 -0.37346
N: -1.76836 1.64122 0.57495
H: 0.96827 0.61442 -2.24853
C: 0.95928 0.03364 1.41122
H: 0.69498 1.69680 -0.83843
C: -1.66456 -1.68304 -0.65521
H: 2.28001 0.96494 -1.15245
H: -2.72812 -1.78424 -0.48630
C: 1.20494 0.80340 -1.19833
H: -1.10226 -2.57141 -0.91049


No. 4
The following is a quantum chemistry calculation of a structure of composition C29H25IN7STl at a distorted geometry, from the Open Molecules 2025 dataset.

As for the net charge: +2. The value obtained for the lowest unoccupied orbital energy (alpha / beta) is -7.83 / -7.84 eV. The calculation puts the gap between HOMO and LUMO (alpha / beta) at 4.61 / 4.57 eV.

Geometry (Å):
H: -3.32090 5.28913 -1.60548
C: 1.37094 0.30996 -6.13942
C: -0.29512 -3.47170 -0.06827
C: -0.77603 -4.64226 0.47928
H: 1.75916 2.02322 -9.03765
H: -2.74172 3.72881 0.21543
C: 0.02796 3.37814 -1.72204
C: -2.04618 3.90214 -0.59671
N: -0.67246 -0.86202 -5.33512
C: -1.36029 -4.59090 1.73918
C: -0.61130 0.16160 -7.50237
C: -0.95051 3.63985 2.29177
H: -1.70458 -1.46713 -2.38811
C: -0.28684 4.27277 -2.72477
H: -1.03390 0.45756 4.49039
H: -1.76392 -5.48717 2.19194
C: 1.28696 1.40786 -8.28284
C: 2.93814 1.23893 0.01849
H: -2.23495 -2.12392 -3.88425
H: -1.13140 4.72527 4.10239
H: 1.93507 0.00923 -5.26772
C: -0.82930 3.20559 -0.62668
N: 2.30590 0.05914 0.05767
N: -0.85279 -1.06154 2.53350
Tl: -0.06787 0.04363 -0.43257
H: -0.68971 -5.57321 -0.06274
H: -1.15561 2.70287 5.54846
C: 4.31721 1.33229 0.05789
C: -1.40838 -3.38476 2.41382
C: -0.81429 1.22487 2.50878
C: -0.90582 -2.25739 1.78605
I: 5.21859 3.20306 -0.04652
H: 4.94922 -1.97781 0.30594
C: -0.78055 2.37657 1.65942
N: -0.85742 0.00632 1.90974
H: -1.75060 5.65381 -3.47699
H: -0.89846 4.52656 1.67414
C: 0.06215 -0.11064 -6.31834
H: 0.17880 -3.46372 -1.04406
H: -1.61915 -0.21273 -7.65652
C: -0.00059 0.92750 -8.48078
H: -1.40212 -1.42942 -5.74305
C: -2.37073 4.77022 -1.62129
C: -0.68314 -0.78094 -4.01451
C: -0.97916 1.36694 3.90652
C: 5.06580 0.16726 0.15035
C: 3.02256 -1.06586 0.16357
C: -1.06108 3.74407 3.64825
N: -0.46629 2.28424 0.35352
H: 0.39749 4.42348 -3.55054
H: 2.32238 2.13002 -0.03276
H: 2.99498 1.41403 -6.98655
C: -1.08051 2.59748 4.47539
C: -1.49117 4.96903 -2.68038
S: 0.39481 0.24471 -3.15148
H: -0.53290 1.15194 -9.39527
H: 2.46880 -1.99618 0.21563
N: -1.58335 -1.54676 -3.37684
H: 6.14737 0.20695 0.16745
N: -0.38394 -2.29285 0.56291
C: 1.97399 1.08205 -7.12371
H: -1.82530 -3.29493 3.40820
H: 0.95566 2.81528 -1.76208
C: 4.40130 -1.04963 0.21845


No. 5
The following is a quantum chemistry calculation of a structure of composition C38H53AsLiPS3Sb at a distorted geometry, from the Open Molecules 2025 dataset.

As for the net charge: +1. The value obtained for the lowest unoccupied orbital energy is -2.12 eV. The calculation puts the gap between HOMO and LUMO at 8.09 eV.

Geometry (Å):
C: 5.87815 -20.60552 3.09222
H: 5.91269 -19.30232 -1.76349
C: 1.21981 -22.16343 2.30677
H: 1.24699 -24.65762 -2.47273
P: 2.82598 -21.69780 2.99722
H: 4.54304 -16.60376 1.31724
S: 3.88092 -25.13998 -1.35989
H: 5.67442 -14.72065 0.15732
H: -0.25051 -22.29825 -0.76365
C: 5.51192 -24.69812 -2.02894
H: 5.37618 -27.41178 2.01779
H: 1.50068 -20.17764 4.49670
C: 3.43760 -23.32735 3.67823
C: 6.99017 -20.73631 0.92649
As: 4.33387 -19.59444 0.74012
C: 1.72850 -17.37186 4.04456
H: 1.52887 -21.56508 -3.30791
H: 1.25852 -27.00668 5.56436
H: 5.88493 -25.55174 -2.61904
H: 3.59515 -16.95434 5.06357
C: 5.71506 -15.70991 -0.28538
H: 1.97175 -21.70884 5.28952
H: 0.79285 -25.03187 4.05157
C: 5.87957 -20.34899 1.70022
C: 3.06783 -25.78775 -2.83774
C: 6.48071 -17.22725 -2.00850
Sb: 1.60715 -25.78395 1.59148
H: 3.87636 -23.98904 2.91370
H: 1.10828 -16.91912 4.81364
C: -1.03706 -23.09841 2.47083
H: 2.16000 -22.61051 -1.99992
H: 6.19174 -24.57670 -1.17249
C: 3.34356 -18.65985 2.14989
C: 1.95448 -18.59631 1.95755
H: -0.41857 -28.22323 -1.03826
S: 4.98519 -21.97340 -1.91745
C: 5.86419 -18.28304 -1.34538
C: 3.94943 -18.02320 3.24340
C: 1.14972 -17.95974 2.90289
C: 1.69306 -26.97139 4.54652
H: 0.29775 -22.74630 4.17721
H: 1.33178 -27.95660 -0.86489
H: 1.73853 -28.01438 4.18343
H: 7.00699 -17.41883 -2.93640
C: 5.50292 -23.42212 -2.85688
H: 1.79476 -21.53201 0.28909
H: 7.01165 -20.53445 -0.14203
H: 3.38716 -20.33220 -2.45968
H: 2.72998 -26.79391 -2.55561
H: 2.89288 -28.08229 2.27496
C: 4.57467 -26.66435 2.02471
H: -0.82372 -26.80089 1.04343
H: 4.52262 -26.24505 3.03935
H: -2.14007 -23.25449 0.59594
H: 6.96464 -21.44456 4.74605
C: -1.20818 -22.96678 1.07740
C: 0.34439 -27.52482 -0.65361
H: 4.01870 -21.11060 -3.93970
C: 0.16252 -22.67113 3.09114
H: 6.89942 -15.09949 -1.99715
H: 3.19636 -20.43416 5.09999
H: 5.03544 -18.03355 3.35769
C: 2.37654 -22.19377 -2.99637
H: -1.82013 -23.51666 3.09939
H: 0.25197 -26.59989 -1.24298
C: 1.02661 -22.00936 0.91095
C: 5.10269 -16.76344 0.39796
C: 0.15755 -27.25093 0.82831
C: -0.15977 -22.42877 0.31159
C: 1.90267 -24.93255 -3.31443
C: 0.84571 -26.05957 3.65816
C: 8.08481 -21.63732 2.90305
H: 2.62848 -23.85364 4.21232
C: 3.12980 -17.39296 4.18630
C: 6.96750 -21.24740 3.67245
H: 0.07765 -17.93140 2.74582
C: 2.32028 -20.90167 4.61759
C: 6.40317 -15.92486 -1.48714
H: 1.50523 -19.05834 1.06703
H: 8.91758 -22.15919 3.36023
H: 8.91956 -21.66692 0.89108
H: 1.29047 -25.50328 -4.03333
H: 2.72514 -26.60019 4.64784
C: 5.21872 -18.05749 -0.12487
H: 4.23244 -23.11125 4.40333
S: 2.41165 -23.47072 -4.24860
H: 5.04381 -20.28825 3.71148
H: 6.53274 -23.17462 -3.18757
Li: 3.98762 -22.20879 0.52537
H: 4.88762 -25.85456 1.33517
C: 3.62883 -21.30584 -2.92915
H: 4.90718 -23.55697 -3.78082
H: -0.18063 -26.43241 3.49577
C: 3.24384 -27.27902 1.60303
H: 3.24859 -27.64455 0.56530
H: 0.34288 -28.12284 1.46964
C: 8.08144 -21.37674 1.52167
H: 3.78325 -25.89676 -3.66641


One value per record, in order, for total energy: -45815.294 -9082.684 -9900.003 -64523.545 -149636.351 eV.